Entry 1:
# C54H52BrN5OS2SbTi

A structure of composition C54H52BrN5OS2SbTi (the ωB97M-V functional and the def2-TZVPD basis, OMol25).

Output
* energy: -6898.076924 Ha
* energy relative to the best compared isomer or geometry (same formula, charge and spin): 0.0 kJ/mol
* LUMO: -3.59 eV

```
! wB97M-V def2-TZVPD RIJCOSX def2/J DEFGRID3
* xyz 1 1
Ti 0.10483 0.01102 -0.08252
C -4.22281 -0.11277 -1.10198
C -4.83416 -0.36634 0.11462
C -4.05909 -0.42564 1.26059
C -2.69212 -0.23056 1.15082
N -2.10354 0.01360 -0.03126
C -2.85296 0.06883 -1.13292
C -1.77418 -0.23933 2.29589
C -2.15089 -0.39826 3.61896
C -1.17938 -0.31281 4.60159
C 0.12390 -0.00008 4.25650
C 0.43011 0.17431 2.91570
N -0.49692 0.00290 1.96357
C 1.68815 0.75176 2.41033
C 2.79522 1.01870 3.19979
C 3.82326 1.76918 2.65597
C 3.69949 2.25830 1.36314
C 2.57994 1.91631 0.63198
N 1.60745 1.14975 1.13266
H -4.79132 -0.05810 -2.01893
H -5.90397 -0.51643 0.17216
H -4.51128 -0.62805 2.22034
H -2.32389 0.25550 -2.05812
H -3.17690 -0.60434 3.88700
H -1.44659 -0.45889 5.63963
H 0.87389 0.13455 5.02195
H 2.85352 0.65610 4.21568
H 4.70298 1.99270 3.24478
H 4.46212 2.88112 0.91772
H 2.45237 2.24429 -0.38953
C -0.16086 6.33355 -4.77340
C -1.20590 5.25072 -5.07870
C -1.16020 4.93763 -6.57458
C -2.60500 5.78498 -4.74220
C -0.90594 4.02146 -4.22388
C -0.99790 4.10706 -2.83689
C -0.69295 3.00590 -2.07339
Br -0.86705 3.13294 -0.18077
C -0.28062 1.77729 -2.60849
O 0.07436 0.78218 -1.78446
C -0.23954 1.65518 -4.00814
C -0.53875 2.79565 -4.75950
C 0.02354 0.35887 -4.80584
C 1.18871 0.57872 -5.78198
C 0.34013 -0.89858 -3.98724
C -1.25052 0.05479 -5.61293
H -0.35517 7.22563 -5.37221
H 0.84493 5.97784 -5.00508
H -0.18399 6.62389 -3.72165
H -1.40231 5.83868 -7.13947
H -1.88528 4.16827 -6.84826
H -0.16837 4.60854 -6.89116
H -2.84020 6.63975 -5.37895
H -2.67658 6.11871 -3.70599
H -3.36453 5.01812 -4.90579
H -1.29992 5.02440 -2.35004
H -0.49389 2.70216 -5.83452
H 2.12069 0.75560 -5.24384
H 1.01625 1.41919 -6.45536
H 1.32273 -0.31446 -6.39540
H 1.24278 -0.80232 -3.38761
H 0.48714 -1.72465 -4.68647
H -0.47324 -1.17314 -3.31593
H -1.49722 0.85516 -6.31137
H -2.10519 -0.08615 -4.94673
H -1.11437 -0.86375 -6.18677
N 3.09001 -1.92374 0.99867
C 3.56784 -1.17581 -0.02917
N 2.83091 -0.49055 -0.85173
C 3.64801 0.24225 -1.71952
C 3.20356 1.11218 -2.71195
C 4.13144 1.79752 -3.47637
C 5.50085 1.62875 -3.27303
C 5.96150 0.76761 -2.29181
C 5.02497 0.08998 -1.52332
S 5.30435 -1.02120 -0.21634
H 2.11851 -2.21385 0.90783
H 3.71579 -2.59563 1.41150
H 2.14369 1.24578 -2.87354
H 3.78476 2.47299 -4.24819
H 6.20891 2.17010 -3.88552
H 7.02197 0.62726 -2.12936
S 0.01341 -2.07024 -0.27146
Sb -0.06956 -3.58052 3.06982
C -0.24676 -5.52879 2.20730
C 0.93265 -6.15950 1.81699
C 0.90372 -7.41834 1.23578
C -0.31171 -8.05702 1.02978
C -1.49084 -7.43564 1.41186
C -1.45969 -6.17632 1.99955
C -2.08116 -3.36019 3.76118
C -2.42242 -3.31896 5.10974
C -3.72692 -3.03298 5.49787
C -4.70481 -2.79267 4.54263
C -4.37532 -2.83668 3.19357
C -3.06914 -3.10811 2.80728
C 0.81927 -4.22502 4.90600
C 1.81655 -3.43651 5.47559
C 2.43763 -3.82084 6.65816
C 2.06222 -5.00226 7.28010
C 1.07207 -5.79806 6.71824
C 0.45601 -5.41381 5.53551
H 1.89145 -5.67443 1.97486
H 1.82760 -7.89986 0.94169
H -0.33805 -9.03862 0.57496
H -2.44020 -7.93249 1.25706
H -2.38979 -5.71202 2.30392
H -1.67085 -3.50888 5.86806
H -3.98043 -3.00712 6.55030
H -5.72231 -2.58434 4.84786
H -5.13782 -2.66841 2.44187
H -2.82214 -3.12085 1.74858
H 2.12073 -2.51400 4.98990
H 3.21582 -3.20358 7.08950
H 2.54388 -5.30736 8.20005
H 0.78306 -6.72345 7.20008
H -0.30544 -6.04947 5.09668
*
```



Entry 2:
# C16H32ClN4Pb

A structure of composition C16H32ClN4Pb (the ωB97M-V functional and the def2-TZVPD basis, OMol25).

Output
* energy: -1500.804262 Ha
* LUMO: -2.41 eV

```
! wB97M-V def2-TZVPD RIJCOSX def2/J DEFGRID3
* xyz 1 1
Pb -0.13272 0.34166 -0.57333
N 0.06012 -1.39619 -2.41582
C 0.78837 -2.63562 -2.13838
C 1.84810 -2.36518 -1.07543
N 1.33034 -1.73263 0.14486
C 0.54273 -2.66223 0.97094
C -0.95346 -2.75108 0.66341
N -1.60587 -1.45289 0.83411
C 2.46637 -1.23680 0.93792
C 3.10342 0.02884 0.36902
N 2.11159 1.10024 0.25799
H -0.80726 -1.59043 -2.90552
H 0.61558 -0.79206 -3.01999
H 1.30328 -3.01048 -3.03138
H 0.09180 -3.41169 -1.82090
H 2.56799 -1.67524 -1.51330
H 2.37011 -3.30046 -0.83458
H 0.61907 -2.33365 2.00946
H 0.97254 -3.66975 0.92023
H -1.36080 -3.51433 1.34193
H -1.14269 -3.07487 -0.35784
H -1.61600 -1.18860 1.81488
H -2.56977 -1.51136 0.52634
H 3.23297 -2.01800 1.02888
H 2.10681 -0.99774 1.93981
H 3.51161 -0.15587 -0.62314
H 3.93667 0.31132 1.01884
H 2.40368 1.77296 -0.44753
H 1.98284 1.60109 1.13250
C -1.12507 1.15682 4.61700
C -2.04515 1.53874 3.45846
C -3.19282 2.42587 3.95779
C -1.34663 2.27214 2.34015
C -0.20751 3.03720 2.54227
C 0.34333 3.77778 1.51055
C -0.24007 3.81681 0.25248
C 0.31439 4.67743 -0.83245
C -1.38231 3.04383 0.04072
C -1.92091 2.27574 1.06867
H -1.64755 0.49555 5.30452
H -0.82538 2.03787 5.17851
H -0.23122 0.64697 4.25915
H -2.48388 0.62113 3.04458
H -2.79436 3.34711 4.37812
H -3.76868 1.91198 4.72431
H -3.85621 2.68345 3.13467
H 0.24373 3.09355 3.51996
H 1.22106 4.37551 1.70320
H 0.55326 4.07851 -1.70960
H 1.21119 5.19587 -0.50283
H -0.42413 5.41882 -1.13209
H -1.89422 3.10995 -0.90715
H -2.83713 1.72552 0.90115
Cl 0.84145 1.57800 -2.62314
*
```



Entry 3:
# C29H26N9O3Pd

A structure of composition C29H26N9O3Pd (the ωB97M-V functional and the def2-TZVPD basis, OMol25).

Output
* energy: -1967.221500 Ha
* energy relative to the best compared isomer or geometry (same formula, charge and spin): 47.8 kJ/mol
* LUMO: 2.62 eV

```
! wB97M-V def2-TZVPD RIJCOSX def2/J DEFGRID3
* xyz -1 1
Pd -0.03234 -0.16185 0.06505
N -1.70210 0.03576 4.57176
C -1.31848 -0.92085 3.71799
N -1.07197 -0.39827 2.53930
C -1.29790 0.93671 2.73488
N -1.67958 1.24620 3.96048
C -1.07752 1.91329 1.65873
C -1.96874 2.94417 1.43266
N -1.80740 3.86278 0.48032
C -0.68429 3.69983 -0.25469
C 0.22601 2.69811 -0.04395
N 0.06462 1.74145 0.92015
H -1.95292 -0.03703 5.54106
H -1.25318 -1.96184 3.98973
H -2.85096 3.02134 2.06118
H -0.50632 4.41405 -1.05083
H 1.11988 2.62510 -0.65067
C 3.87761 -1.15148 -0.11915
C 2.70297 -1.56475 0.72616
O 2.34251 -0.92949 1.69500
N 2.12131 -2.76143 0.36635
C 0.91372 -3.21277 1.02397
C -0.26730 -3.27967 0.08705
C -1.09956 -4.39208 0.06218
C -2.16961 -4.41336 -0.81974
C -2.36354 -3.33601 -1.66597
C -1.48219 -2.26663 -1.58175
N -0.47173 -2.23662 -0.71699
H 4.08238 -0.10306 0.07654
H 3.66901 -1.28298 -1.17673
H 4.74627 -1.75190 0.16456
H 2.21520 -2.98741 -0.61270
H 0.70914 -2.50022 1.83068
H 1.05806 -4.20462 1.46254
H -0.89984 -5.22693 0.72155
H -2.83340 -5.26866 -0.85330
H -3.17331 -3.30773 -2.38107
H -1.57274 -1.38397 -2.20478
O -1.69895 1.91060 -3.22349
C -0.69053 1.25735 -3.41083
N -0.07140 1.18104 -4.65600
C 1.15770 0.44566 -4.58471
C 1.06641 -0.02609 -3.08756
O 1.92311 -0.76411 -2.60076
N -0.01093 0.48441 -2.49072
C 2.41041 1.30666 -4.79525
C 3.66721 0.84207 -4.40860
C 4.80326 1.60315 -4.63152
C 4.71320 2.84230 -5.25222
C 3.46909 3.31277 -5.63829
C 2.33007 2.55078 -5.40903
C 1.17947 -0.73281 -5.56418
C 0.43445 -0.66686 -6.73601
C 0.47220 -1.69450 -7.66809
C 1.25641 -2.81540 -7.43957
C 1.99592 -2.89467 -6.26804
C 1.96231 -1.86322 -5.34006
H -0.32236 1.85692 -5.35307
H 3.73511 -0.10953 -3.90246
H 5.76603 1.22517 -4.30999
H 5.60282 3.43463 -5.42439
H 3.37627 4.28123 -6.11417
H 1.37074 2.95556 -5.70058
H -0.20143 0.18931 -6.91810
H -0.12072 -1.61879 -8.57145
H 1.28775 -3.62028 -8.16326
H 2.60330 -3.76869 -6.06665
H 2.51699 -1.93455 -4.41597
*
```



Entry 4:
# C40H50N2P2Si2V

A structure of composition C40H50N2P2Si2V (the ωB97M-V functional and the def2-TZVPD basis, OMol25).

Output
* energy: -3869.576670 Ha
* LUMO (spin up / spin down): 0.64 / 0.65 eV

```
! wB97M-V def2-TZVPD RIJCOSX def2/J DEFGRID3
* xyz 0 2
V -1.36584 0.00877 0.20346
C -2.48117 -2.57346 -2.68840
Si -1.37883 -3.20982 -1.29041
C -0.16751 -4.45724 -2.00266
C -2.41535 -4.25932 -0.12280
N -0.66952 -1.85385 -0.52211
P 0.80646 -1.48945 0.04603
C 0.66256 -0.02770 0.84400
P 0.75465 1.53106 0.24318
N -0.62425 1.81173 -0.56156
Si -1.30920 2.85906 -1.72280
C -0.10342 3.95167 -2.65782
C -2.53861 4.10617 -1.03396
C -2.22992 1.77268 -2.94379
C 0.86668 2.71027 1.62229
C 0.67245 4.07050 1.38909
C 0.71538 4.97406 2.43908
C 0.94968 4.52138 3.73188
C 1.14416 3.16828 3.97056
C 1.10445 2.26358 2.91609
C 2.21825 1.92909 -0.76391
C 2.19989 1.67931 -2.13246
C 3.33176 1.89584 -2.90346
C 4.49905 2.35148 -2.30844
C 4.53233 2.58805 -0.94111
C 3.39687 2.37991 -0.17177
C 1.44336 -2.77624 1.16891
C 2.07554 -3.92874 0.70809
C 2.50085 -4.89954 1.60266
C 2.29896 -4.72672 2.96506
C 1.68227 -3.57457 3.43340
C 1.26417 -2.60120 2.53771
C 2.02394 -1.52556 -1.31339
C 3.38617 -1.44935 -1.02122
C 4.32197 -1.43109 -2.04212
C 3.90738 -1.48712 -3.36690
C 2.55542 -1.54072 -3.66733
C 1.61652 -1.55396 -2.64267
H -3.53130 -2.82906 -2.53602
H -2.18280 -2.99495 -3.65047
H -2.41124 -1.48689 -2.77113
H -0.72882 -5.12227 -2.66425
H 0.26699 -5.07781 -1.21782
H 0.64132 -4.01644 -2.58324
H -2.63599 -5.21178 -0.61083
H -3.36862 -3.81117 0.15282
H -1.86225 -4.48024 0.79308
H 0.43467 4.63096 -1.99040
H -0.68637 4.57245 -3.34333
H 0.63911 3.41289 -3.24493
H -2.06245 4.79912 -0.33570
H -3.40417 3.67115 -0.53500
H -2.91039 4.69984 -1.87262
H -1.53332 1.17924 -3.54084
H -2.85714 2.34876 -3.62596
H -2.87861 1.06899 -2.41117
H 0.47092 4.41868 0.38024
H 0.56210 6.02926 2.25378
H 0.97944 5.22625 4.55208
H 1.32679 2.81721 4.97802
H 1.24222 1.19864 3.07064
H 1.28936 1.31811 -2.59434
H 3.30343 1.69830 -3.96685
H 5.38269 2.52263 -2.90960
H 5.44266 2.94246 -0.47424
H 3.42914 2.56537 0.89314
H 2.24758 -4.06170 -0.35187
H 2.99860 -5.78827 1.23645
H 2.63549 -5.48345 3.66127
H 1.53462 -3.43253 4.49628
H 0.80613 -1.68065 2.87884
H 3.70974 -1.40227 0.01206
H 5.37672 -1.37232 -1.80624
H 4.64044 -1.48298 -4.16309
H 2.22811 -1.57206 -4.69861
H 0.55814 -1.58499 -2.87325
C -1.76445 -1.86537 3.82605
C -2.31276 -0.89008 2.82172
C -2.11757 0.49255 2.98257
C -2.62546 1.40564 2.07970
C -2.48067 2.88076 2.30613
C -3.32460 0.92198 0.94595
C -3.59698 -0.45590 0.78846
C -4.50205 -0.93347 -0.31657
C -3.06281 -1.33730 1.74392
H -2.51252 -2.08867 4.59033
H -0.88912 -1.45765 4.33079
H -1.47847 -2.80349 3.35110
H -1.53862 0.85077 3.82663
H -3.42128 3.30029 2.67195
H -2.22578 3.38389 1.37756
H -1.70312 3.09382 3.03816
H -3.75161 1.63089 0.24396
H -5.54991 -0.80068 -0.03558
H -4.34154 -1.98613 -0.52750
H -4.33834 -0.37300 -1.23798
H -3.20284 -2.40465 1.60537
*
```



Q: Which formula does entry 1 have?
A: C54H52BrN5OS2SbTi